This record from the OMol25 dataset describes the molecule C10H16N4O4 at a distorted geometry. The level of theory is ωB97M-V/def2-TZVPD.

Structure (ORCA input):
```
! wB97M-V def2-TZVPD RIJCOSX def2/J DEFGRID3
* xyz 0 1
C 2.7306 2.9667 3.1904
C 1.8320 2.0210 2.3996
C 0.3638 2.4134 2.5393
C 2.2484 2.0294 0.9256
O 1.4974 1.0895 0.1554
C 1.9283 -0.1711 0.1474
O 2.9154 -0.5556 0.7164
C 1.0221 -1.0723 -0.6666
C 0.2352 -0.3345 -1.7553
N -0.5606 -1.2349 -2.5463
C -1.7344 -1.7407 -2.1201
N -2.3155 -1.3171 -1.0433
N -3.5301 -1.8374 -0.7347
C -4.2194 -2.7784 -1.4325
O -5.3034 -3.1985 -1.1112
N -3.5452 -3.2267 -2.5688
C -2.3204 -2.7909 -2.9958
O -1.7644 -3.2264 -3.9809
H 3.7713 2.6614 3.1158
H 2.6395 3.9829 2.8125
H 2.4460 2.9632 4.2392
H 1.9687 1.0023 2.7772
H 0.0494 2.3387 3.5772
H 0.2139 3.4383 2.2060
H -0.2642 1.7601 1.9385
H 3.3129 1.7902 0.8362
H 2.0438 3.0012 0.4714
H 0.3163 -1.5369 0.0265
H 1.6385 -1.8640 -1.0967
H -0.4408 0.3843 -1.2893
H 0.9189 0.1946 -2.4211
H -0.1319 -1.7480 -3.3046
H -3.9467 -1.4627 0.1069
H -4.0153 -3.9414 -3.1143
*
```

Values from the calculation:
M	256.262	g mol⁻¹
E	-24781.2782	eV
HOMO	-8.6	eV
frontier orbital gap	9.1	eV
ΔE to the lowest compared entry with this formula, charge and spin	36.0	kJ/mol

Atom charges from the Mulliken analysis, given in e for atoms 1 to 6: -1.606 0.907 -1.356 -0.972 -0.242 0.449

=====

This record from the OMol25 dataset describes a cluster of 9 separate species, C34H45F3N9O in total. The level of theory is ωB97M-V/def2-TZVPD.

Structure (ORCA input):
```
! wB97M-V def2-TZVPD RIJCOSX def2/J DEFGRID3
* xyz 1 1
N 2.1424 -2.1211 1.7216
C 3.4163 -1.6294 2.3838
O 3.2017 -0.3269 2.8115
C 2.6200 -0.1193 4.0498
F 2.0147 -1.2360 4.4959
F 1.7147 0.8315 3.9081
F 3.5302 0.2581 4.9292
H 1.3152 -1.8765 2.2739
H 2.1528 -3.1275 1.5272
H 2.0338 -1.6445 0.8200
H 4.1880 -1.5943 1.6109
H 3.7195 -2.3344 3.1595
N 0.8963 -3.1537 -1.1541
C -0.2035 -2.3335 -1.2680
C -1.3062 -3.0849 -0.9789
C -0.8677 -4.4076 -0.6886
C 0.4949 -4.4247 -0.7992
H 1.8454 -2.8712 -1.3226
H -0.1048 -1.2941 -1.5343
H -2.3197 -2.7200 -0.9687
H -1.4845 -5.2493 -0.4227
H 1.2110 -5.2178 -0.6582
N -3.5328 -0.0324 -1.6019
C -2.7860 1.0635 -1.2563
C -3.1785 1.4586 -0.0053
C -4.2091 0.5731 0.4152
C -4.4040 -0.3359 -0.5897
H -3.4577 -0.5302 -2.4700
H -2.0458 1.4659 -1.9274
H -2.7818 2.2963 0.5444
H -4.7492 0.6061 1.3462
H -5.0861 -1.1648 -0.6716
N 0.3833 3.4446 3.1379
C 0.3847 4.3404 4.1749
C -0.0310 5.5479 3.6840
C -0.2948 5.3764 2.2978
C -0.0308 4.0703 1.9903
H 0.6427 2.4816 3.2037
H 0.6787 4.0444 5.1675
H -0.1358 6.4558 4.2535
H -0.6398 6.1283 1.6077
H -0.1045 3.5353 1.0586
N 3.0278 -5.3676 -3.1788
C 3.2733 -6.0457 -4.3397
C 4.0227 -7.1482 -4.0293
C 4.2420 -7.1360 -2.6269
C 3.6093 -6.0306 -2.1271
H 2.4929 -4.5222 -3.1140
H 2.8882 -5.6939 -5.2810
H 4.3691 -7.8878 -4.7310
H 4.7885 -7.8636 -2.0511
H 3.5215 -5.6669 -1.1166
N -5.3389 1.8797 -4.7354
C -4.9315 2.6367 -3.6676
C -5.2737 3.9365 -3.9274
C -5.9092 3.9655 -5.1986
C -5.9350 2.6819 -5.6714
H -5.2260 0.8876 -4.8216
H -4.4379 2.1954 -2.8172
H -5.0908 4.7753 -3.2768
H -6.3046 4.8297 -5.7051
H -6.3275 2.2725 -6.5862
N 5.4481 2.7352 5.5271
C 5.9123 3.3830 4.4118
C 6.7334 4.3950 4.8274
C 6.7666 4.3578 6.2479
C 5.9648 3.3250 6.6501
H 4.8236 1.9535 5.5229
H 5.6188 3.0728 3.4233
H 7.2515 5.0881 4.1866
H 7.3161 5.0168 6.8985
H 5.7196 2.9614 7.6331
N -0.1672 -10.1410 -3.6406
C 1.0248 -9.4694 -3.6357
C 0.7700 -8.1651 -3.3076
C -0.6334 -8.0484 -3.1049
C -1.1828 -9.2852 -3.3188
H -0.2800 -11.1150 -3.8533
H 1.9482 -9.9727 -3.8654
H 1.5066 -7.3877 -3.2231
H -1.1778 -7.1572 -2.8373
H -2.2028 -9.6257 -3.2713
N -4.4017 9.5476 0.8661
C -3.8714 8.8644 -0.1927
C -3.1442 7.8174 0.3076
C -3.2402 7.8741 1.7252
C -4.0235 8.9526 2.0379
H -4.9795 10.3644 0.7942
H -4.0565 9.1777 -1.2056
H -2.6048 7.0914 -0.2781
H -2.7887 7.1985 2.4329
H -4.3420 9.3441 2.9885
*
```

Values from the calculation:
M	652.790	g mol⁻¹
E	-59589.5665	eV
HOMO	-9.4	eV
frontier orbital gap	5.4	eV
ΔE to the lowest compared entry with this formula, charge and spin	0.0	kJ/mol

Atom charges from the Mulliken analysis, given in e for atoms 1 to 6: -0.169 -0.430 -0.390 0.873 -0.256 -0.307

=====

Question: Among the records above, which one has the highest ΔE to the lowest compared entry with this formula, charge and spin?
Answer: C10H16N4O4